w:
The following is a DFT calculation (wB97M-V/def2-TZVPD) of a structure of composition C11H14BN7OsS.

Summary:
⟨S²⟩: 6.0546
HOMO energy (alpha / beta) in eV: -16.320 / -16.256
Charge: +2
Orbital gap (alpha / beta) in eV: 6.4 / 5.5
Multiplicity: 5

XYZ file:
```
35
Properties=species:S:1:pos:R:3:nbo_charge:R:1
H 2.495 -2.579 1.240 0.256
N 0.703 -1.452 0.869 -0.371
B -1.800 -0.807 0.870 0.505
N -0.647 -1.742 1.159 -0.318
C -0.721 -2.941 1.740 0.118
Os 0.999 0.253 -0.268 1.376
H -1.684 -3.309 2.027 0.264
C 0.552 -3.463 1.851 -0.291
H 0.780 -4.429 2.271 0.282
C 1.426 -2.531 1.317 0.038
H -2.848 -1.145 1.335 0.028
C 2.831 2.435 -2.737 -0.850
H 3.835 2.729 -3.116 0.264
H 2.484 2.977 -1.859 0.202
H 2.176 2.462 -3.637 0.246
N -1.873 -0.764 -0.648 -0.327
N -1.417 0.629 1.300 -0.306
N -0.783 -0.347 -1.422 -0.456
N -0.130 1.199 1.119 -0.324
C -2.941 -1.054 -1.396 0.084
C -2.204 1.485 1.962 0.119
H -3.887 -1.372 -0.958 0.265
H -3.212 1.186 2.184 0.270
C -2.577 -0.881 -2.699 -0.311
C -1.473 2.630 2.231 -0.286
C -1.271 -0.450 -2.706 0.038
C -0.198 2.457 1.705 0.042
H -3.215 -1.099 -3.551 0.277
H -1.845 3.487 2.754 0.283
H -0.726 -0.248 -3.618 0.255
H 0.674 3.098 1.708 0.263
H 2.849 1.437 -2.233 0.148
S 3.087 0.463 0.301 0.280
C 4.694 0.765 0.391 -0.059
N 5.866 0.920 0.515 -0.005
```

=====

x:
The following is a DFT calculation (wB97M-V/def2-TZVPD) of a structure of composition C11H14BN7OsS.

Summary:
⟨S²⟩: 6.0623
HOMO energy (alpha / beta) in eV: -15.618 / -16.032
Charge: +2
Orbital gap (alpha / beta) in eV: 6.8 / 5.8
Multiplicity: 5

XYZ file:
```
35
Properties=species:S:1:pos:R:3:nbo_charge:R:1
H 0.659 3.298 1.718 0.253
N 0.564 1.796 0.210 -0.372
B 0.403 0.540 -2.020 0.516
N 0.671 1.831 -1.198 -0.311
C 0.998 3.078 -1.557 0.113
Os 0.027 0.126 1.129 1.666
H 1.171 3.299 -2.598 0.267
C 1.044 3.888 -0.427 -0.294
H 1.252 4.937 -0.388 0.278
C 0.751 3.069 0.667 0.041
H 0.565 0.710 -3.190 0.027
C -2.359 -2.531 3.269 -0.833
H -1.514 -2.734 3.937 0.227
H -2.216 -1.511 2.843 0.146
H -2.350 -3.245 2.443 0.223
N -1.048 0.084 -1.682 -0.305
N 1.319 -0.574 -1.448 -0.312
N -1.396 -0.168 -0.361 -0.420
N 1.232 -0.917 -0.083 -0.415
C -2.121 -0.167 -2.442 0.083
C 2.206 -1.382 -2.031 0.105
H -2.040 -0.028 -3.511 0.261
H 2.415 -1.260 -3.085 0.267
C -3.172 -0.569 -1.629 -0.302
C 2.707 -2.271 -1.089 -0.300
C -2.691 -0.557 -0.316 0.035
C 2.075 -1.974 0.118 0.042
H -4.167 -0.833 -1.935 0.275
H 3.435 -3.043 -1.254 0.278
H -3.146 -0.782 0.640 0.253
H 2.156 -2.420 1.100 0.252
H -3.285 -2.554 3.790 0.248
S 2.965 1.271 4.458 0.464
C 1.869 0.932 3.375 0.137
N 1.019 0.664 2.551 -0.595
```

=====

x is the most stable structure; the next one sits 0.1059 hartree above it.

=====

w:
The following is a DFT calculation (wB97M-V/def2-TZVPD) of the molecule C5H4N2O2.

Summary:
HOMO energy in eV: -6.633
Orbital gap in eV: 6.9

XYZ file:
```
13
Properties=species:S:1:pos:R:3:nbo_charge:R:1
C -0.891 -1.542 1.044 -0.114
C 0.325 -1.688 0.418 -0.090
C -0.264 1.695 -0.473 -0.292
C -0.367 0.361 -0.040 0.310
C 1.854 1.169 -1.196 1.074
N -1.378 -0.225 0.761 -0.573
N 0.630 -0.487 -0.163 -0.585
O 2.771 0.706 -1.713 -0.422
O 0.963 1.999 -1.075 -0.376
H -1.571 -2.082 1.703 0.220
H 1.064 -2.509 0.340 0.226
H -1.133 2.179 -0.775 0.203
H -2.003 0.425 1.168 0.417
```

=====

x:
The following is a DFT calculation (wB97M-V/def2-TZVPD) of the molecule C5H4N2O2.

Summary:
HOMO energy in eV: -9.273
Orbital gap in eV: 7.8

XYZ file:
```
13
Properties=species:S:1:pos:R:3:nbo_charge:R:1
O 1.313 -0.354 -2.525 -0.528
C 1.908 0.328 -1.754 0.529
N 1.511 0.660 -0.434 -0.458
C 0.385 0.247 0.048 0.202
C -0.684 -0.594 -0.507 -0.383
C -1.609 -0.684 0.494 0.093
N -1.227 0.016 1.619 -0.623
C 0.000 0.636 1.401 0.616
O 0.586 1.275 2.254 -0.485
H 2.864 0.797 -2.026 0.120
H -0.771 -1.050 -1.501 0.270
H -2.535 -1.230 0.446 0.222
H -1.741 -0.046 2.484 0.425
```

=====

y:
The following is a DFT calculation (wB97M-V/def2-TZVPD) of the molecule C5H4N2O2.

Summary:
HOMO energy in eV: -8.853
Orbital gap in eV: 9.2

XYZ file:
```
13
Properties=species:S:1:pos:R:3:nbo_charge:R:1
O 3.251 0.308 0.025 -0.478
C 2.089 0.033 -0.071 0.573
C 1.112 -1.279 0.013 -0.282
N 0.039 -0.283 0.032 -0.332
C -1.267 0.066 0.057 0.408
O -2.243 -0.905 -0.028 -0.653
C -1.194 1.453 0.006 -0.147
N 0.077 1.914 -0.002 -0.396
C 0.816 0.822 -0.023 0.169
H 1.224 -1.914 -0.857 0.216
H 1.213 -1.890 0.908 0.219
H -3.088 -0.491 -0.071 0.492
H -2.029 2.165 0.011 0.211
```

=====

x is the most stable structure; the next one sits 0.0373 hartree above it.